Here is a molecular structure, C20H31InN5O6S from the Open Molecules 2025 dataset. Energies are from ωB97M-V/def2-TZVPD.

multiplicity: 2
⟨S²⟩: 0.7550
HOMO energy (spin up / spin down): -6.07 / -7.78 eV
orbital gap (spin up / spin down): 6.199 / 7.305 eV
total charge: 0

Structure (XYZ):
```
64
Properties=species:S:1:pos:R:3:forces:R:3
In 0.43111 -0.77602 -0.84777 0.4 0.0 -0.4
O -1.37060 0.17349 -2.53905 0.7 0.7 0.4
N -2.24768 -0.70421 -2.89185 -0.3 -0.6 -0.2
C -3.53641 -0.33369 -2.97340 -0.7 0.2 0.0
C -4.52761 -1.19167 -3.37978 0.2 0.0 0.0
C -4.18598 -2.49976 -3.71494 0.1 0.1 0.0
C -2.87316 -2.88473 -3.60023 -0.4 0.1 0.0
C -1.88342 -1.99110 -3.17546 0.0 -0.1 -0.1
S -0.26156 -2.46788 -3.05472 0.8 0.0 0.3
H -3.71802 0.69502 -2.70751 0.1 0.1 0.0
H -5.54549 -0.84501 -3.43823 -0.1 0.1 0.0
H -4.93576 -3.19285 -4.05920 -0.1 -0.1 0.0
H -2.56023 -3.88798 -3.83632 0.1 -0.1 0.0
C 2.89413 -2.42588 2.44551 -0.4 0.0 -0.1
C 1.49894 -1.80542 2.38048 0.4 0.6 0.6
C 0.75002 -2.02542 3.69119 0.2 -0.1 -0.2
O 0.79107 -2.42794 1.31152 0.0 -0.2 -0.3
C 1.69439 -0.25395 2.15954 -0.2 -1.1 0.8
O 2.06035 0.38048 3.13400 0.2 0.3 0.4
O 1.47976 0.19840 1.00555 -0.3 0.4 -1.9
H 2.82653 -3.51132 2.47865 0.0 -0.1 0.0
H 3.39178 -2.06289 3.33753 0.1 0.1 0.1
H 3.47710 -2.13192 1.57784 0.2 0.0 -0.1
H 0.72581 -3.08457 3.94642 0.0 -0.1 0.0
H -0.27055 -1.65365 3.60656 -0.1 0.0 0.0
H 1.24315 -1.46439 4.47908 0.0 0.0 0.0
H -0.14529 -2.27303 1.47381 -0.1 -0.1 0.0
N 1.47837 0.89228 -2.42152 -0.6 -0.1 0.8
C 2.22887 0.52889 -3.61410 0.3 0.0 -0.5
C 3.73172 0.39906 -3.35068 -0.2 -0.2 -0.2
C 4.21930 -1.01724 -3.04461 0.0 0.2 0.3
C 4.00685 -1.48302 -1.60430 0.5 0.0 -0.2
N 2.66766 -2.00363 -1.37400 -0.6 -0.1 0.2
H 0.51890 1.10175 -2.68238 -0.1 0.2 -0.2
H 1.87733 1.70944 -1.96842 -0.1 -0.1 0.0
H 2.07395 1.28140 -4.40463 0.0 -0.2 0.2
H 1.82837 -0.42455 -3.97046 0.0 0.1 -0.1
H 4.00767 1.05674 -2.52406 0.1 0.1 0.0
H 4.26593 0.74347 -4.23921 0.0 0.1 0.1
H 5.29305 -1.04667 -3.24596 0.0 -0.1 0.0
H 3.73324 -1.72035 -3.72617 0.1 -0.1 -0.1
H 4.15620 -0.64725 -0.91609 0.1 0.0 0.0
H 4.76686 -2.25101 -1.38656 -0.1 0.2 0.1
H 2.62670 -2.43740 -0.45644 0.0 -0.1 0.0
H 2.44218 -2.72315 -2.05747 0.0 0.0 0.1
O -3.11334 6.29582 2.57419 -0.3 0.3 -0.4
C -2.38540 5.66812 3.58537 0.4 -0.2 0.2
N -2.39392 4.22703 3.45928 -0.1 0.1 0.3
C -1.57351 3.62306 2.55266 -0.2 0.0 0.2
O -0.75075 4.25012 1.92004 0.2 0.1 -0.3
C -1.78466 2.15411 2.37472 0.0 -0.3 -0.1
C -2.41635 1.33856 3.30934 0.1 0.0 -0.3
C -2.60952 0.00134 3.00506 0.0 0.0 0.0
C -2.17546 -0.47021 1.77722 -0.2 0.0 0.2
N -1.54917 0.29359 0.89531 0.1 -0.3 -0.3
C -1.34103 1.56297 1.19040 0.0 0.4 0.2
H -2.64887 6.16606 1.73774 0.1 0.0 0.1
H -2.85894 5.94312 4.52958 0.1 -0.1 -0.1
H -1.33718 5.98920 3.58162 -0.2 -0.1 0.1
H -3.22111 3.74378 3.76785 0.0 0.0 -0.1
H -2.73873 1.71927 4.26738 0.0 0.1 0.1
H -3.09130 -0.65920 3.70821 0.0 -0.1 0.1
H -2.34018 -1.50427 1.48340 0.0 0.0 0.1
H -0.79609 2.14668 0.45846 0.0 0.1 0.1
```
Positions in Å, forces in eV/Å.

natural (NBO) population analysis, charges in e, atoms 1 to 6: atom 1 (In): 1.144, atom 2 (O): -0.628, atom 3 (N): 0.037, atom 4 (C): 0.014, atom 5 (C): -0.267, atom 6 (C): -0.185


Here is a single C20H31N3O3 molecule from the Open Molecules 2025 dataset. Energies are from ωB97M-V/def2-TZVPD.

structure (SMILES): CCOc1ccc(NC(=O)NNC(=O)[C@H]2CC[C@@H](C(C)(C)C)CC2)cc1
HOMO energy: -8.14 eV
orbital gap: 8.907 eV
total charge: 0

Structure (XYZ):
```
57
Properties=species:S:1:pos:R:3:forces:R:3
C 7.19588 2.00927 0.97978 0.0 -0.4 -0.1
C 7.71132 0.77514 0.24514 0.1 0.4 0.0
O 7.03875 -0.40778 0.62898 -0.1 -0.2 0.1
C 5.77554 -0.64488 0.18568 -0.2 -0.1 0.0
C 5.08691 0.10672 -0.76002 0.4 0.1 0.2
C 3.80491 -0.24911 -1.14461 -0.1 -0.3 0.0
C 3.17490 -1.35139 -0.58129 0.4 0.3 0.1
N 1.88054 -1.75249 -0.94098 -0.1 -0.5 0.0
C 0.78727 -1.01685 -1.28223 -0.2 0.1 0.0
O -0.26694 -1.54293 -1.59019 -0.2 -0.1 -0.1
N 0.95565 0.35910 -1.33152 -0.1 0.4 0.1
N -0.24482 1.08390 -1.44529 0.1 -0.5 -0.3
C -0.65108 1.81982 -0.37537 0.0 0.1 -0.2
O 0.12534 2.05893 0.53142 0.1 0.0 0.2
C -2.05238 2.40536 -0.44051 -0.2 0.2 0.2
C -2.99056 1.79754 -1.48267 0.2 -0.1 0.0
C -3.36923 0.34728 -1.17222 -0.3 0.2 0.1
C -3.98828 0.22379 0.22478 0.3 -0.3 0.0
C -4.43746 -1.22208 0.56986 -0.2 0.0 0.0
C -3.24942 -2.15972 0.80326 -0.1 0.2 0.0
C -5.30589 -1.19765 1.83477 0.2 0.0 -0.2
C -5.29571 -1.79562 -0.56562 0.2 0.1 0.2
C -2.99842 0.80181 1.24167 -0.3 0.2 0.0
C -2.68887 2.26691 0.94687 0.3 -0.1 0.1
C 3.87618 -2.12167 0.34666 -0.1 0.2 -0.1
C 5.15303 -1.77452 0.72347 0.2 0.2 -0.1
H 7.28709 1.86277 2.05303 0.0 0.0 0.1
H 7.78030 2.87839 0.69084 0.0 0.1 0.0
H 6.14988 2.19310 0.74718 -0.1 0.1 0.0
H 8.75434 0.59044 0.51711 -0.1 0.0 -0.1
H 7.66007 0.91603 -0.84160 0.0 -0.1 0.1
H 5.53618 0.97047 -1.22335 0.1 0.1 0.0
H 3.30633 0.32700 -1.90733 0.0 0.0 -0.1
H 1.67971 -2.73878 -0.84206 -0.1 0.2 -0.1
H 1.53834 0.78570 -0.61318 -0.1 -0.1 -0.1
H -0.90218 0.62313 -2.05970 0.1 0.1 0.2
H -1.91465 3.47197 -0.65990 0.1 -0.1 0.0
H -2.56146 1.87555 -2.48485 -0.1 0.1 -0.1
H -3.90549 2.39708 -1.48349 0.0 0.0 -0.1
H -4.08234 0.02193 -1.92977 0.0 -0.1 0.0
H -2.50044 -0.30847 -1.23299 0.0 -0.1 -0.1
H -4.89071 0.84883 0.24516 -0.1 0.0 0.0
H -3.60780 -3.18121 0.91389 0.0 -0.1 0.0
H -2.71330 -1.89393 1.71062 0.1 0.0 0.1
H -2.55386 -2.13737 -0.03174 0.1 0.0 -0.1
H -4.74951 -0.83841 2.69598 0.0 0.0 0.1
H -6.17310 -0.55590 1.69271 -0.1 0.1 0.0
H -5.65902 -2.20089 2.06361 -0.1 -0.1 0.0
H -4.68874 -2.04021 -1.43261 0.0 0.0 -0.2
H -5.78294 -2.71018 -0.23395 -0.1 -0.1 0.0
H -6.06908 -1.08989 -0.86233 -0.1 0.1 -0.1
H -2.06584 0.23667 1.20946 0.1 -0.1 0.1
H -3.40258 0.72796 2.25129 0.1 -0.1 0.1
H -1.99758 2.65484 1.69652 -0.1 0.1 0.0
H -3.60693 2.85701 0.98600 0.0 0.0 0.0
H 3.40949 -2.99699 0.77415 -0.1 -0.1 0.1
H 5.69864 -2.36550 1.44147 0.1 -0.1 0.1
```
Positions in Å, forces in eV/Å.

natural (NBO) population analysis, charges in e, atoms 1 to 6: atom 1 (C): -0.639, atom 2 (C): -0.062, atom 3 (O): -0.492, atom 4 (C): 0.278, atom 5 (C): -0.245, atom 6 (C): -0.245


Here is 2 unconnected molecules or ions with the total composition C20H31N3O3S2 from the Open Molecules 2025 dataset. Energies are from ωB97M-V/def2-TZVPD.

structure (SMILES): CC(=O)N1C=CS[C@H](c2cccs2)CC1.CNC(=O)[C@H](CC(C)C)NC(C)=O
HOMO energy: -8.00 eV
orbital gap: 8.543 eV
total charge: 0

Structure (XYZ):
```
59
Properties=species:S:1:pos:R:3:forces:R:3
C -2.41488 -2.41424 -5.72932 0.3 0.1 0.7
C -1.79711 -1.02544 -5.60248 -0.2 0.9 -1.1
O -1.76654 -0.33460 -6.61316 0.2 0.0 0.7
N -1.29379 -0.53357 -4.39534 -0.9 -0.6 -0.1
C -0.74906 0.75252 -4.33884 2.1 1.2 0.6
C 0.42083 1.10613 -3.70047 -2.6 -1.6 -1.0
S 1.61941 0.07928 -2.88516 0.5 0.2 0.1
C 1.03179 -1.58376 -2.30807 -0.5 -0.6 -0.2
C 2.17198 -2.58083 -2.36333 1.3 0.3 -0.4
C 3.32859 -2.47163 -3.10586 -0.1 -1.0 0.5
C 4.19060 -3.63764 -2.98796 -1.1 0.2 0.4
C 3.66054 -4.59571 -2.16356 0.1 0.7 -0.3
S 2.11319 -4.10943 -1.48973 0.9 0.5 -0.8
C -0.12360 -2.21098 -3.09107 -0.2 0.0 0.4
C -1.35093 -1.31536 -3.16866 0.2 -0.5 -0.4
H -3.33869 -2.47005 -5.14934 0.1 -0.1 0.1
H -1.71731 -3.17518 -5.37407 -0.1 -0.1 0.1
H -2.65000 -2.62522 -6.77637 0.2 0.4 0.2
H -1.27315 1.53952 -4.87861 0.0 -0.3 0.0
H 0.69296 2.15506 -3.77428 0.2 -0.2 0.4
H 0.72048 -1.46961 -1.26592 0.0 0.1 -0.1
H 3.56981 -1.62222 -3.73830 -0.1 -0.1 0.2
H 5.14193 -3.73767 -3.50288 -0.2 0.0 0.1
H 4.14006 -5.54437 -1.94350 -0.4 0.1 0.2
H 0.22046 -2.47621 -4.09628 -0.1 0.1 0.1
H -0.41673 -3.13921 -2.59162 0.3 0.0 0.1
H -1.40914 -0.65925 -2.29798 0.0 0.1 -0.2
H -2.25760 -1.92738 -3.14474 0.1 0.1 -0.2
C 1.38303 3.49818 5.62028 -0.2 0.0 -0.4
N 1.45801 4.05055 4.26588 0.3 -0.2 1.5
C 0.97953 3.51716 3.13547 -0.5 0.4 -1.3
O 1.19082 4.09577 2.07675 -0.2 -0.4 -0.1
C 0.16418 2.20348 3.17961 -0.2 -0.2 -0.2
C -0.25774 1.69400 1.78468 0.2 0.0 0.3
C -0.71318 0.22192 1.75521 0.4 0.1 -0.3
C -1.40264 -0.06084 0.42342 -0.1 0.3 0.4
C 0.47334 -0.73540 1.89808 -0.3 0.3 0.4
N -1.03298 2.30746 4.02843 0.8 0.9 -0.8
C -1.34351 1.45871 5.00794 0.0 -1.3 1.2
C -2.67008 1.68037 5.69388 0.0 0.0 -0.1
O -0.61784 0.53950 5.36114 0.2 0.1 -0.3
H 0.39158 3.67216 6.04109 0.1 -0.1 0.2
H 1.58102 2.42375 5.60942 -0.1 0.1 0.1
H 2.12439 3.98178 6.25837 -0.1 0.0 -0.2
H 1.97236 4.90864 4.13686 -0.1 -0.1 -0.1
H 0.84117 1.46690 3.61170 -0.2 -0.2 0.3
H -1.06358 2.33084 1.41648 0.0 0.1 -0.1
H 0.58180 1.79981 1.09597 0.0 0.1 0.0
H -1.43162 0.02707 2.55040 0.0 0.0 0.2
H -2.30503 0.54497 0.34309 -0.1 0.0 -0.2
H -0.72535 0.20120 -0.38820 0.0 0.0 -0.2
H -1.67713 -1.11331 0.35836 0.0 -0.1 -0.1
H 0.13415 -1.76559 1.79376 0.1 -0.1 0.0
H 1.22571 -0.52480 1.13744 0.1 0.0 -0.1
H 0.91744 -0.62572 2.88694 0.2 -0.1 0.0
H -1.68777 3.04298 3.81957 0.0 0.0 -0.1
H -2.65231 2.63570 6.21323 -0.2 0.1 0.0
H -3.46634 1.67414 4.95236 -0.2 0.1 0.0
H -2.83554 0.87566 6.40931 0.1 0.1 -0.1
```
Positions in Å, forces in eV/Å.

natural (NBO) population analysis, charges in e, atoms 1 to 6: atom 1 (C): -0.709, atom 2 (C): 0.688, atom 3 (O): -0.605, atom 4 (N): -0.479, atom 5 (C): -0.025, atom 6 (C): -0.398


Here is a single C20H31N3O4S molecule from the Open Molecules 2025 dataset. Energies are from ωB97M-V/def2-TZVPD.

structure (SMILES): C[C@H]1CCCCN1C(=O)c1ccc(OC2CCN(S(=O)(=O)N(C)C)CC2)cc1
HOMO energy: -8.80 eV
orbital gap: 9.311 eV
total charge: 0

Structure (XYZ):
```
59
Properties=species:S:1:pos:R:3:forces:R:3
C -1.84488 -1.39326 1.70343 0.0 0.1 -0.3
C -2.20526 -1.04274 0.25792 0.6 -0.2 0.0
C -2.29920 -2.27906 -0.64433 0.0 0.0 0.2
C -3.55369 -3.10311 -0.37669 0.0 0.1 -0.3
C -4.78017 -2.20991 -0.53411 0.1 -0.1 0.3
C -4.66858 -1.01917 0.41202 -0.5 0.0 -0.2
N -3.44172 -0.28221 0.18077 -0.1 -0.2 -0.1
C -3.50820 1.04345 -0.06068 0.1 0.1 0.0
O -4.55860 1.65485 -0.15256 -0.1 0.3 0.0
C -2.18467 1.74784 -0.16433 -0.1 0.3 0.0
C -1.65609 2.34314 0.97392 0.0 -0.1 -0.1
C -0.42975 2.97847 0.92577 0.2 0.1 -0.2
C 0.29055 3.01512 -0.26378 -0.2 0.1 0.0
O 1.52531 3.63496 -0.30542 -0.6 0.1 -0.1
C 2.70087 2.88638 -0.03381 0.8 -0.1 0.1
C 2.71501 2.14730 1.31426 -0.3 0.0 -0.3
C 2.00813 0.79421 1.27538 -0.2 0.0 0.7
N 2.57457 -0.02568 0.21909 -0.1 -1.0 0.1
S 2.01418 -1.59763 0.22664 0.6 0.2 -0.2
O 0.85102 -1.73443 -0.59893 -0.1 0.0 -0.3
O 1.91512 -2.04007 1.58540 0.2 0.1 0.2
N 3.29636 -2.32408 -0.56906 -0.8 0.6 0.3
C 4.48279 -2.32819 0.25712 0.3 0.0 0.3
C 2.96315 -3.61002 -1.14564 -0.3 -0.2 -0.1
C 2.40423 0.56838 -1.09287 0.0 0.2 -0.7
C 3.10911 1.91988 -1.16025 -0.3 0.0 0.2
C -0.28031 2.50125 -1.42366 0.2 0.2 0.1
C -1.51000 1.87007 -1.37216 -0.1 -0.1 0.2
H -2.53559 -2.11520 2.12924 -0.1 -0.1 0.1
H -0.84088 -1.81054 1.72593 0.1 -0.1 0.1
H -1.86067 -0.49464 2.31707 0.0 0.1 0.1
H -1.39632 -0.42048 -0.13448 -0.2 -0.1 0.1
H -1.39331 -2.86711 -0.50333 0.0 0.0 0.0
H -2.31535 -1.94197 -1.68316 0.0 0.0 -0.1
H -3.52729 -3.51836 0.63211 0.0 -0.1 0.1
H -3.60188 -3.93837 -1.07781 0.0 -0.1 0.1
H -5.69454 -2.76246 -0.31246 0.0 0.0 0.0
H -4.84012 -1.84884 -1.56270 -0.1 0.0 -0.1
H -5.49306 -0.31894 0.26149 0.1 -0.1 0.1
H -4.68963 -1.36821 1.45066 0.0 0.0 0.0
H -2.20686 2.30177 1.90205 -0.1 0.0 0.1
H -0.01858 3.43908 1.81109 0.1 0.1 0.1
H 3.45424 3.68428 0.00923 -0.1 -0.2 0.0
H 3.75950 1.98304 1.58390 0.0 0.0 0.0
H 2.25858 2.77321 2.08098 0.1 0.0 0.0
H 2.16474 0.25386 2.21031 -0.1 0.2 0.0
H 0.92767 0.91722 1.12674 0.1 0.0 0.1
H 4.38164 -3.01127 1.10709 0.1 0.0 0.0
H 4.62225 -1.31677 0.62918 0.3 0.0 0.1
H 5.33832 -2.62105 -0.34999 0.0 0.0 0.0
H 2.90004 -4.39732 -0.38619 0.0 0.0 0.0
H 1.99823 -3.50545 -1.63472 0.0 -0.2 -0.1
H 3.72246 -3.87596 -1.88094 0.0 0.0 0.0
H 2.84634 -0.12834 -1.80718 -0.1 0.2 -0.1
H 1.33608 0.66308 -1.32340 0.2 0.0 0.0
H 4.18453 1.75504 -1.07759 0.1 0.0 0.0
H 2.90580 2.38747 -2.12417 0.1 0.0 0.0
H 0.24724 2.59626 -2.36103 0.1 0.0 -0.1
H -1.94176 1.45548 -2.27106 0.0 -0.1 -0.1
```
Positions in Å, forces in eV/Å.

natural (NBO) population analysis, charges in e, atoms 1 to 6: atom 1 (C): -0.633, atom 2 (C): -0.033, atom 3 (C): -0.409, atom 4 (C): -0.402, atom 5 (C): -0.403, atom 6 (C): -0.227


Sequential ΔE to the lowest compared entry with this formula, charge and spin output: 88.5; 110.5; 14.4; 236.3 kJ/mol
Sequential F_max output: 2.0; 0.6; 3.2; 1.1 eV Å⁻¹